(1)
Entry from the Open Molecules 2025 dataset: a molecular structure, C53H55BaIN10O5S2 (ωB97M-V/def2-TZVPD).

```
! RIJCOSX wB97M-V def2-TZVPD def2/J DEFGRID3
* xyz -2 1
Ba -0.712 1.221 -1.887
C 0.491 5.866 -1.446
C 1.760 5.080 -1.272
N 2.890 5.738 -1.009
C 4.016 5.044 -0.849
C 4.102 3.660 -0.947
C 5.457 3.020 -0.782
O 5.895 2.947 0.580
C 2.927 2.951 -1.221
C 2.823 1.507 -1.609
N 2.875 0.420 -0.951
C 3.104 0.357 0.453
C 4.426 0.196 0.886
C 4.720 0.090 2.243
C 3.685 0.127 3.166
C 2.372 0.223 2.704
C 2.027 0.310 1.353
I -0.325 -0.282 1.025
C 1.714 3.668 -1.379
O 0.604 3.025 -1.591
H 0.725 6.864 -1.818
H -0.036 5.970 -0.489
H -0.194 5.354 -2.124
H 4.918 5.619 -0.637
H 6.205 3.633 -1.284
H 5.468 2.032 -1.256
H 5.270 2.392 1.056
H 2.611 1.386 -2.679
H 5.224 0.151 0.150
H 5.750 -0.020 2.565
H 3.895 0.061 4.230
H 1.568 0.210 3.447
C 0.205 3.454 1.846
C -1.057 4.215 1.559
C -1.330 5.393 2.305
C -2.479 6.080 2.061
C -3.377 5.618 1.074
C -4.579 6.308 0.794
C -5.417 5.812 -0.168
C -5.092 4.642 -0.872
C -3.922 3.920 -0.646
S -3.615 2.472 -1.537
C -3.030 4.429 0.373
N -1.874 3.760 0.642
H 1.025 4.130 2.103
H 0.496 2.855 0.987
H 0.056 2.768 2.688
H -0.618 5.725 3.051
H -2.722 6.984 2.610
H -4.814 7.212 1.348
H -6.346 6.327 -0.400
H -5.770 4.268 -1.630
N 4.607 -4.288 -5.734
C 3.680 -3.243 -5.547
C 2.785 -2.899 -6.560
C 1.886 -1.858 -6.378
C 1.889 -1.147 -5.193
C 2.778 -1.476 -4.174
C 3.670 -2.518 -4.354
S 0.699 0.132 -4.879
O 1.415 1.351 -4.575
O -0.222 0.165 -5.989
N 0.025 -0.317 -3.500
C -1.015 -1.201 -3.548
N -1.061 -2.175 -4.491
C -2.160 -2.930 -4.528
C -3.222 -2.771 -3.656
C -3.048 -1.812 -2.667
N -1.951 -1.053 -2.585
H 4.284 -5.002 -6.365
H 4.927 -4.695 -4.871
H 2.785 -3.462 -7.489
H 1.160 -1.602 -7.142
H 2.746 -0.952 -3.215
H 4.350 -2.787 -3.551
H -2.183 -3.706 -5.293
H -4.117 -3.376 -3.717
H -3.792 -1.654 -1.889
C 2.197 -5.258 4.912
C 0.851 -5.567 4.270
N 0.634 -4.838 3.022
C -0.299 -3.704 3.069
C 0.166 -2.590 3.996
C 1.221 -5.352 1.905
O 1.882 -6.396 1.942
C 1.050 -4.642 0.593
C 0.444 -5.321 -0.459
C 0.361 -4.708 -1.699
C 0.917 -3.442 -1.849
N 1.503 -2.787 -0.849
C 1.561 -3.370 0.347
H 2.298 -5.793 5.862
H 2.305 -4.188 5.102
H 3.003 -5.576 4.250
H 0.033 -5.304 4.942
H 0.787 -6.631 4.057
H -1.271 -4.082 3.404
H -0.448 -3.315 2.067
H 0.159 -2.908 5.045
H -0.500 -1.728 3.891
H 1.176 -2.259 3.732
H 0.050 -6.320 -0.297
H -0.122 -5.193 -2.540
H 0.880 -2.933 -2.810
H 2.027 -2.785 1.148
C -4.829 2.573 3.059
N -4.332 1.205 3.069
C -3.528 0.952 4.249
C -3.570 0.908 1.848
C -3.569 -0.564 1.456
C -4.748 -1.313 1.554
C -4.787 -2.645 1.154
C -3.637 -3.246 0.645
C -2.465 -2.504 0.548
C -2.406 -1.165 0.949
H -5.427 2.755 3.959
H -5.458 2.736 2.183
H -4.014 3.323 3.032
H -4.131 1.071 5.155
H -2.660 1.635 4.316
H -3.146 -0.072 4.221
H -2.530 1.246 1.946
H -3.977 1.491 1.018
H -5.633 -0.835 1.964
H -5.710 -3.211 1.239
H -3.654 -4.285 0.322
H -1.566 -2.980 0.139
*
```

Summary:
Molar mass in g/mol: 1240.45
Energy above the lowest of the compared OMol25 structures with the same formula, charge and spin in kJ/mol: 60.3
Gap between HOMO and LUMO in eV: 5.97
E in eV: -111461.3364
E_LUMO in eV: 3.78
Highest occupied orbital energy in eV: -2.191

***

(2)
Entry from the Open Molecules 2025 dataset: a molecular structure, C53H58BrCsN10O17P2S2 (ωB97M-V/def2-TZVPD).

```
! RIJCOSX wB97M-V def2-TZVPD def2/J DEFGRID3
* xyz -2 1
Cs 0.468 0.167 -0.690
C 0.473 0.265 3.646
O -0.675 -0.014 2.890
C -1.889 0.308 3.409
C -2.100 0.718 4.712
C -3.399 0.982 5.127
Br -3.671 1.500 6.937
C -4.471 0.889 4.282
C -4.265 0.510 2.949
C -2.981 0.165 2.510
O -2.651 -0.308 1.307
C -5.432 0.534 2.081
N -6.666 0.392 2.517
C -7.457 0.534 1.412
C -8.841 0.481 1.265
C -9.358 0.672 0.002
C -8.537 0.906 -1.105
C -7.167 0.970 -0.986
C -6.641 0.789 0.282
N -5.362 0.807 0.748
H 0.515 -0.353 4.553
H 0.521 1.323 3.923
H 1.316 0.031 2.999
H -1.285 0.821 5.411
H -5.479 1.099 4.602
H -3.388 -0.617 0.727
H -9.479 0.292 2.116
H -10.431 0.634 -0.143
H -8.995 1.030 -2.076
H -6.522 1.130 -1.836
H -4.530 0.946 0.163
C -2.435 -5.258 0.999
C -2.116 -3.797 0.713
C -1.491 -3.121 1.914
O -1.261 -3.741 -0.449
P 0.300 -3.586 -0.448
O 0.944 -2.437 0.186
C 0.625 -3.798 -2.224
P 0.235 -2.142 -2.903
O -0.943 -1.575 -2.257
O 0.084 -2.378 -4.494
C -1.132 -2.949 -4.969
C -0.789 -4.284 -5.624
C -1.788 -1.985 -5.947
O 1.449 -1.173 -2.790
C 2.831 -1.255 -3.145
C 3.058 -2.037 -4.432
C 3.641 -1.792 -1.979
O 0.819 -5.023 0.137
C 1.888 -5.086 1.068
C 3.226 -4.990 0.343
C 1.744 -6.397 1.836
H -3.186 -5.318 1.781
H -1.535 -5.785 1.308
H -2.835 -5.729 0.106
H -3.027 -3.270 0.415
H -0.583 -3.650 2.205
H -2.193 -3.132 2.745
H -1.236 -2.095 1.671
H -0.060 -4.547 -2.609
H 1.650 -4.107 -2.401
H -1.810 -3.098 -4.121
H -0.049 -4.112 -6.404
H -1.674 -4.728 -6.068
H -0.378 -4.980 -4.896
H -1.176 -1.878 -6.841
H -1.911 -1.018 -5.466
H -2.772 -2.352 -6.223
H 3.124 -0.210 -3.285
H 2.790 -3.085 -4.305
H 4.109 -1.981 -4.710
H 2.462 -1.612 -5.236
H 3.336 -2.803 -1.721
H 3.500 -1.139 -1.121
H 4.697 -1.800 -2.238
H 1.788 -4.236 1.751
H 3.265 -5.731 -0.453
H 4.049 -5.164 1.033
H 3.332 -3.996 -0.084
H 1.808 -7.232 1.142
H 0.780 -6.431 2.339
H 2.532 -6.488 2.579
O 3.000 2.487 0.588
C 2.775 2.225 -0.601
O 2.824 1.119 -1.162
C 2.394 3.381 -1.534
C 3.318 4.213 -2.065
C 2.952 5.223 -2.996
C 1.620 5.343 -3.367
C 0.659 4.517 -2.820
C 0.982 3.458 -1.868
O 0.152 2.666 -1.410
N -0.672 4.692 -3.251
O -0.851 5.163 -4.375
O -1.597 4.387 -2.516
N 3.911 6.089 -3.516
O 3.581 6.906 -4.381
O 5.070 6.013 -3.101
H 4.363 4.128 -1.807
H 1.324 6.117 -4.063
N 7.623 3.580 7.939
C 7.104 3.004 7.090
C 6.479 2.253 6.077
C 5.669 2.854 5.105
C 5.032 2.088 4.153
C 5.193 0.700 4.157
C 6.039 0.105 5.101
C 6.671 0.867 6.055
N 4.539 -0.105 3.232
C 4.193 -1.423 3.448
C 3.713 -1.887 2.264
N 3.771 -0.906 1.325
C 4.246 0.146 1.912
H 5.541 3.926 5.116
H 4.396 2.545 3.410
H 6.205 -0.962 5.073
H 7.319 0.402 6.785
H 4.268 -1.886 4.411
H 3.346 -2.864 2.024
H 4.357 1.100 1.429
N -4.418 -5.717 -5.962
C -4.531 -4.911 -4.829
C -3.682 -5.099 -3.740
C -3.857 -4.366 -2.580
C -4.879 -3.442 -2.508
C -5.713 -3.227 -3.588
C -5.542 -3.952 -4.750
S -5.241 -2.545 -0.985
O -6.542 -1.946 -1.195
O -5.158 -3.524 0.079
N -4.126 -1.444 -0.688
C -3.834 -0.504 -1.564
S -3.930 -0.701 -3.325
C -3.308 0.920 -3.482
C -3.095 1.466 -2.268
N -3.407 0.674 -1.211
H -3.513 -6.145 -6.088
H -4.780 -5.297 -6.804
H -2.893 -5.838 -3.795
H -3.204 -4.509 -1.737
H -6.482 -2.477 -3.485
H -6.190 -3.784 -5.600
H -3.174 1.345 -4.457
H -2.713 2.454 -2.075
*
```

Summary:
Molar mass in g/mol: 1445.99
Energy above the lowest of the compared OMol25 structures with the same formula, charge and spin in kJ/mol: 40.2
Gap between HOMO and LUMO in eV: 6.03
E in eV: -216454.8274
E_LUMO in eV: 2.83
Highest occupied orbital energy in eV: -3.199

***

(3)
Entry from the Open Molecules 2025 dataset: 2 unconnected molecules or ions with the total composition C3H8O3 (ωB97M-V/def2-TZVPD).

```
! RIJCOSX wB97M-V def2-TZVPD def2/J DEFGRID3
* xyz 0 1
C 1.134 0.049 -0.171
O 1.946 -0.224 -1.315
C 1.888 0.387 1.091
H 0.515 -0.827 -0.009
H 0.429 0.842 -0.409
H 2.854 -0.351 -1.010
H 2.749 -0.273 1.239
H 1.211 0.196 1.926
H 2.242 1.413 1.166
O -1.941 0.191 0.551
C -2.814 -0.254 -0.127
O -3.158 0.305 -1.297
H -3.407 -1.125 0.206
H -3.649 -0.328 -1.841
*
```

Summary:
Molar mass in g/mol: 92.09
Energy above the lowest of the compared OMol25 structures with the same formula, charge and spin in kJ/mol: 112.2
Gap between HOMO and LUMO in eV: 10.36
E in eV: -9382.6388
E_LUMO in eV: 0.53
SMILES: O=CO.CCO
Highest occupied orbital energy in eV: -9.823

***

(4)
Entry from the Open Molecules 2025 dataset: a single C6H5FO molecule (ωB97M-V/def2-TZVPD).

```
! RIJCOSX wB97M-V def2-TZVPD def2/J DEFGRID3
* xyz 0 1
C 0.715 0.338 -0.580
C 1.260 -0.798 0.274
C -0.061 -0.945 -0.495
C -1.171 -0.643 0.439
C -1.172 0.742 0.523
C -0.149 1.464 -0.200
H 2.086 -1.306 -0.218
H 1.299 -0.708 1.309
H -0.444 -1.663 -1.254
H -1.845 -1.272 1.038
H -1.971 1.507 0.985
O -0.225 2.640 -0.247
F 1.678 0.643 -1.575
*
```

Summary:
Molar mass in g/mol: 112.10
Energy above the lowest of the compared OMol25 structures with the same formula, charge and spin in kJ/mol: 212.6
Gap between HOMO and LUMO in eV: 9.77
E in eV: -11064.6596
E_LUMO in eV: -0.01
SMILES: O=C1C=C[C@@H]2C[C@]12F
Highest occupied orbital energy in eV: -9.785

***

(5)
Entry from the Open Molecules 2025 dataset: 2 unconnected molecules or ions with the total composition C10H16O (ωB97M-V/def2-TZVPD).

```
! RIJCOSX wB97M-V def2-TZVPD def2/J DEFGRID3
* xyz 1 2
C 0.938 -3.189 -0.214
C 0.941 0.166 -1.758
C 1.245 -1.134 -1.665
C 1.201 0.973 -0.584
C 1.318 -1.744 -0.370
C 1.525 0.395 0.627
C 1.569 -0.977 0.798
O 1.081 2.278 -0.729
H 0.487 0.614 -2.634
H 1.229 -1.803 -2.512
H 0.803 2.521 -1.602
H 1.732 1.029 1.481
H -0.137 -3.389 -0.269
H 1.362 -3.437 0.751
H 1.698 -1.469 1.750
H 1.265 -3.823 -1.044
C -3.250 0.952 1.126
C -2.482 -0.345 1.181
C -2.404 2.244 0.989
H -4.109 1.056 0.463
H -3.731 1.087 2.106
H -1.485 -0.209 0.728
H -1.767 2.119 0.116
H -3.004 3.153 0.990
H -2.930 -1.090 0.528
H -2.299 -0.694 2.193
H -1.783 2.412 1.873
*
```

Summary:
Molar mass in g/mol: 152.24
Energy above the lowest of the compared OMol25 structures with the same formula, charge and spin in kJ/mol: 90.8
Gap between HOMO and LUMO (spin up / spin down) in eV: 9.99 / 6.48
E in eV: -12668.2378
E_LUMO (spin up / spin down) in eV: -3.85 / -7.36
Highest occupied orbital energy (spin up / spin down) in eV: -13.844 / -13.846

***

> What is the E in the second record?

-216454.8274 eV

***

> Among the records above, which one has the lowest E?

C53H58BrCsN10O17P2S2